Record 1
116
Properties=species:S:1:pos:R:3:forces:R:3:mulliken_charge:R:1 method="wB97M-V/def2-TZVPD" gap_ha=0.3665 e_above_lowest_kcal_mol=0.0 fmax_ha_per_bohr=0.026 homo_energy_ev=-9.5 lumo_energy_ha=0.0174 total_energy_ha=-2730.516132 smiles="CCCCO[C@H](CCCC(=O)O)OC(=O)CCP(=O)(OCC)OCC.CC(C)=O.CC(C)=O.CC(C)=O.CC(C)=O.CC(C)=O.CC(C)=O"
C 2.661 -0.500 1.014 0.17 -0.04 -0.53 -0.994
C 2.860 0.063 -0.412 -0.17 0.50 0.58 -0.051
C 1.572 0.616 -1.053 0.46 0.00 -0.13 -0.240
C 0.952 -0.302 -2.099 0.25 0.28 0.03 -0.592
O 0.244 -1.413 -1.569 -0.35 0.03 -0.14 -0.514
C -0.964 -1.110 -0.941 0.90 -0.13 0.11 -0.367
C -1.554 -2.403 -0.422 0.05 -0.02 0.32 -0.984
C -2.731 -2.172 0.536 0.10 -0.17 0.19 -0.154
C -4.023 -2.873 0.131 0.36 0.17 -0.02 -0.883
C -3.897 -4.385 0.119 0.17 -0.22 0.10 0.622
O -2.879 -5.004 0.269 -0.30 0.28 -0.11 -0.517
O -5.062 -5.049 -0.098 0.02 0.18 0.19 -0.544
O -1.854 -0.333 -1.764 -0.39 -0.11 0.44 0.412
C -2.534 -0.984 -2.730 -0.33 -0.13 -0.41 0.254
O -2.080 -1.886 -3.374 0.02 -0.28 -0.02 -0.598
C -3.921 -0.423 -2.941 0.31 1.31 0.13 -0.348
C -3.837 1.122 -3.250 0.01 -0.98 0.50 -0.894
P -4.280 2.312 -1.961 -0.41 0.47 -0.94 0.678
O -4.623 3.610 -2.565 0.22 0.09 0.11 -0.840
O -5.510 1.653 -1.187 0.84 -0.30 0.51 -0.385
C -5.692 1.992 0.213 -0.68 0.10 -0.04 -0.189
C -5.495 0.795 1.109 0.35 -0.05 -0.12 -0.774
O -3.051 2.400 -0.946 -0.28 -0.11 -0.04 0.022
C -2.618 3.717 -0.546 0.48 0.26 0.48 -0.200
C -1.421 3.574 0.370 -0.06 -0.11 -0.02 -1.277
H 1.598 -0.652 1.205 0.03 -0.10 0.20 0.273
H 3.200 -1.435 1.117 -0.15 -0.15 0.12 0.208
H 3.082 0.175 1.758 -0.23 0.09 0.08 0.292
H 3.555 0.902 -0.326 0.15 -0.12 -0.14 0.470
H 3.338 -0.676 -1.054 -0.08 -0.06 -0.06 -0.308
H 0.875 0.882 -0.257 -0.19 0.03 -0.10 0.082
H 1.808 1.556 -1.563 -0.06 -0.02 -0.04 0.381
H 1.761 -0.733 -2.690 -0.06 -0.09 -0.01 0.514
H 0.340 0.279 -2.797 -0.26 -0.15 0.12 0.247
H -0.774 -0.452 -0.086 -0.19 0.20 -0.12 0.379
H -0.747 -2.867 0.145 0.08 -0.10 -0.17 0.442
H -1.800 -3.092 -1.226 0.04 0.09 -0.10 0.591
H -2.907 -1.100 0.653 -0.20 0.00 -0.11 -0.221
H -2.458 -2.530 1.531 -0.01 0.00 -0.01 0.512
H -4.818 -2.581 0.823 -0.15 -0.04 -0.10 0.529
H -4.306 -2.567 -0.882 -0.19 -0.04 0.05 0.335
H -5.792 -4.422 -0.009 -0.05 -0.10 -0.19 0.371
H -4.515 -0.540 -2.033 -0.01 -0.23 -0.01 0.022
H -4.388 -0.942 -3.771 0.02 -0.11 0.03 0.459
H -4.491 1.359 -4.086 0.02 0.12 -0.03 0.422
H -2.809 1.359 -3.523 -0.07 0.25 -0.19 0.448
H -6.721 2.345 0.291 0.02 0.04 -0.07 0.427
H -5.044 2.818 0.500 0.04 0.00 -0.07 0.034
H -4.437 0.614 1.305 -0.01 -0.02 -0.02 0.111
H -5.992 0.954 2.064 0.01 -0.09 0.02 0.521
H -5.904 -0.094 0.630 -0.15 -0.02 0.08 0.136
H -2.346 4.314 -1.414 -0.18 -0.10 -0.14 0.297
H -3.420 4.239 -0.021 -0.14 -0.09 -0.11 0.423
H -1.608 2.835 1.150 -0.03 0.00 -0.03 0.354
H -1.225 4.532 0.853 0.07 0.02 -0.05 0.467
H -0.535 3.285 -0.192 0.06 -0.05 0.03 0.128
C 5.647 -2.694 -2.066 -0.06 0.19 0.07 -1.245
C 5.487 -3.073 -0.614 0.00 -0.01 0.05 1.005
C 5.836 -4.487 -0.241 -0.15 -0.03 0.13 -1.219
O 5.098 -2.273 0.209 0.17 -0.08 -0.09 -0.518
H 5.370 -1.652 -2.208 0.00 0.00 0.01 0.285
H 6.685 -2.834 -2.372 -0.02 -0.10 -0.04 0.384
H 5.010 -3.324 -2.689 0.08 -0.06 -0.03 0.334
H 6.882 -4.681 -0.474 -0.01 -0.06 -0.06 0.305
H 5.204 -5.190 -0.788 0.06 0.02 -0.09 0.465
H 5.685 -4.629 0.827 0.02 0.00 0.00 0.249
C -4.638 -2.951 4.641 0.05 -0.04 -0.18 -0.565
C -5.271 -1.614 4.890 0.03 -0.08 0.29 0.711
C -5.484 -1.227 6.332 -0.09 0.19 -0.06 -1.221
O -5.594 -0.882 3.987 -0.10 0.22 -0.35 -0.507
H -4.540 -3.116 3.571 0.03 -0.02 -0.03 -0.139
H -3.651 -2.991 5.105 -0.06 -0.14 0.06 0.337
H -5.255 -3.743 5.069 0.11 -0.04 0.10 0.382
H -4.528 -1.203 6.857 -0.02 -0.10 0.05 0.336
H -6.133 -1.954 6.823 0.09 -0.05 0.05 0.333
H -5.946 -0.243 6.381 0.00 0.00 0.00 0.308
C -0.078 7.448 -3.253 -0.10 -0.07 0.23 -1.246
C 0.302 6.031 -2.915 -0.03 -0.02 0.00 1.039
C -0.099 4.963 -3.906 0.07 -0.12 0.15 -1.090
O 0.900 5.750 -1.899 0.00 -0.02 -0.01 -0.569
H 0.262 8.121 -2.472 0.05 0.01 -0.01 0.272
H 0.382 7.745 -4.194 -0.08 0.02 -0.05 0.326
H -1.164 7.520 -3.349 0.01 -0.02 -0.13 0.449
H 0.357 5.164 -4.877 -0.10 0.04 -0.04 0.432
H -1.185 4.953 -4.026 0.00 0.05 -0.10 0.336
H 0.231 3.990 -3.548 0.00 0.01 0.00 0.071
C 10.084 -2.398 2.395 0.05 -0.14 -0.15 -1.159
C 8.707 -2.837 1.958 -0.01 0.02 0.01 0.802
C 7.535 -2.217 2.678 -0.10 -0.17 -0.12 -0.901
O 8.556 -3.646 1.071 0.05 0.05 0.02 -0.511
H 10.837 -2.913 1.803 -0.01 0.00 0.00 0.313
H 10.193 -1.321 2.259 -0.02 0.02 0.11 0.320
H 10.233 -2.633 3.450 -0.02 0.11 0.03 0.323
H 7.552 -1.133 2.552 0.04 0.02 0.10 0.312
H 7.591 -2.446 3.744 0.06 0.10 0.02 0.390
H 6.603 -2.603 2.272 0.00 0.04 -0.02 0.088
C -1.903 -6.281 2.935 -0.04 0.08 0.23 -0.652
C -2.041 -6.652 4.390 0.02 0.00 -0.07 0.779
C -1.527 -8.012 4.799 -0.07 0.07 0.19 -1.175
O -2.541 -5.900 5.196 -0.02 0.03 0.01 -0.538
H -2.304 -5.288 2.769 -0.02 0.06 -0.02 -0.069
H -0.851 -6.292 2.643 -0.02 -0.11 -0.07 0.348
H -2.446 -6.990 2.308 0.10 -0.03 -0.05 0.352
H -0.461 -8.090 4.579 -0.02 -0.06 -0.10 0.317
H -2.054 -8.792 4.247 0.09 -0.01 -0.07 0.318
H -1.684 -8.157 5.865 0.00 0.01 -0.01 0.321
C 4.634 9.835 -4.007 -0.16 0.12 0.01 -1.219
C 3.546 8.887 -3.562 0.05 0.06 0.01 0.844
C 3.939 7.440 -3.392 -0.23 -0.02 0.04 -0.708
O 2.420 9.274 -3.352 0.10 0.01 -0.04 -0.509
H 4.229 10.841 -4.091 -0.01 -0.01 0.00 0.328
H 5.449 9.835 -3.281 0.06 -0.07 -0.06 0.327
H 5.029 9.525 -4.975 0.09 -0.05 0.05 0.318
H 4.731 7.355 -2.647 0.08 -0.01 -0.08 0.334
H 4.307 7.040 -4.339 0.11 0.01 0.03 0.315
H 3.082 6.858 -3.060 0.00 0.01 0.03 -0.035


Record 2
156
Properties=species:S:1:pos:R:3:forces:R:3:mulliken_charge:R:1 method="wB97M-V/def2-TZVPD" gap_ha=0.2177 fmax_ha_per_bohr=0.037 homo_energy_ev=-4.5 lumo_energy_ha=0.0506 total_energy_ha=-8906.385998 charge=-1
C 4.130 -0.181 1.047 0.32 0.68 -0.22 -1.011
C 2.902 0.532 1.649 0.15 -0.95 -0.16 -0.150
C 1.666 -0.353 1.890 -0.60 0.52 0.04 -0.421
C 1.318 -1.317 0.753 0.47 0.55 1.08 -0.775
C 0.044 -2.140 0.960 -0.13 0.38 -1.30 0.022
O 0.256 -3.332 0.247 0.01 -0.88 0.60 -0.555
B -0.253 -3.238 -1.160 -0.31 0.26 1.84 0.749
C -1.110 -4.592 -1.428 0.34 -0.17 -1.16 -0.106
C -0.421 -5.844 -0.847 -0.22 0.54 -0.14 -0.932
C -0.863 -6.177 0.564 0.94 -0.29 0.26 -0.063
O -2.096 -6.944 0.578 0.08 0.38 0.35 -0.424
C -3.228 -6.239 0.804 -0.29 0.10 -0.55 0.918
C -3.440 -5.523 2.115 0.09 0.44 0.30 -0.776
O -4.093 -6.227 -0.029 -0.34 -0.27 0.01 -0.588
P 1.097 -2.816 -2.557 -1.44 0.80 -0.77 0.538
O 0.390 -2.162 -3.733 0.33 -0.37 -0.48 -0.710
O -0.995 -1.946 -1.090 -0.26 0.52 -0.58 -0.814
C -1.229 -1.602 0.221 0.13 -0.79 -0.45 0.607
Cl -1.438 0.199 0.394 0.19 0.04 -0.11 -0.254
C -2.541 -2.264 0.663 -0.24 0.13 0.39 0.622
C -3.671 -2.265 -0.389 -0.40 0.13 0.35 -0.606
C -5.028 -1.671 0.106 0.52 -0.17 -0.83 -0.522
C -5.460 -0.494 -0.763 0.11 -0.06 -0.20 -1.147
O -4.508 0.558 -0.755 -0.63 0.21 0.16 -0.212
C -4.764 1.524 0.245 0.52 -0.24 0.22 -0.396
H 4.846 -0.530 1.792 -0.25 -0.24 0.08 0.273
H 3.893 -0.990 0.356 -0.08 -0.03 0.11 0.289
H 4.673 0.572 0.464 0.04 -0.11 -0.02 0.331
H 3.219 0.964 2.601 -0.18 0.32 -0.12 0.316
H 2.621 1.325 0.956 -0.05 0.09 0.18 0.006
H 1.719 -0.885 2.846 0.21 -0.14 -0.13 0.056
H 0.817 0.332 1.999 0.05 -0.04 0.14 0.269
H 1.315 -0.763 -0.189 -0.26 -0.13 -0.04 0.283
H 2.128 -2.048 0.698 -0.15 -0.12 -0.16 0.394
H -0.212 -2.305 2.015 0.33 -0.20 0.01 0.289
H -1.178 -4.740 -2.517 -0.21 0.02 0.06 0.278
H -2.146 -4.513 -1.089 0.05 0.03 0.08 -0.282
H -0.572 -6.726 -1.477 -0.04 -0.02 0.09 0.442
H 0.655 -5.642 -0.828 0.00 -0.19 0.17 0.324
H -0.099 -6.805 1.033 -0.22 -0.14 0.07 0.339
H -0.935 -5.277 1.176 -0.15 0.04 -0.15 0.009
H -2.588 -4.930 2.448 0.09 -0.20 -0.03 0.198
H -3.715 -6.202 2.925 0.14 -0.21 -0.17 0.138
H -4.276 -4.841 1.971 0.02 -0.02 -0.01 0.310
H 1.805 -3.967 -3.015 0.49 0.19 0.34 -0.064
H 2.009 -1.842 -2.073 0.53 -0.65 0.17 -0.153
H -2.929 -1.817 1.584 0.27 0.08 0.04 0.918
H -2.292 -3.300 0.912 0.13 0.06 -0.09 -1.897
H -3.400 -1.735 -1.301 0.40 -0.04 0.11 0.574
H -3.845 -3.306 -0.670 -0.04 0.08 -0.15 0.383
H -5.778 -2.455 -0.043 -0.22 0.15 0.50 0.437
H -4.954 -1.356 1.150 -0.22 -0.15 0.04 0.266
H -6.451 -0.122 -0.462 0.04 0.02 0.01 0.456
H -5.542 -0.809 -1.808 0.01 -0.12 0.08 0.393
H -3.816 1.730 0.747 -0.07 0.18 -0.03 0.207
H -5.173 2.449 -0.177 -0.02 -0.07 -0.05 0.287
H -5.449 1.139 1.009 -0.03 0.04 -0.04 0.001
C 1.499 5.432 0.505 -0.09 -0.16 0.50 -0.224
C 2.589 6.478 0.495 -0.19 0.35 -0.37 -0.325
O 3.808 5.727 0.457 -0.07 -0.21 0.21 -0.323
S 3.562 4.375 -0.377 -0.47 -0.02 0.02 0.977
O 4.022 4.571 -1.706 0.11 -0.15 0.01 -0.610
O 3.999 3.276 0.406 0.41 0.09 -0.09 -0.466
O 1.972 4.411 -0.383 0.98 -0.02 0.89 -0.195
H 1.372 4.997 1.498 0.03 0.03 0.01 0.198
H 0.547 5.821 0.158 0.02 -0.13 -0.21 0.334
H 2.564 7.112 1.376 0.18 -0.12 0.08 0.284
H 2.539 7.096 -0.405 -0.05 -0.03 0.00 0.279
C -6.867 2.040 3.955 -0.13 -0.33 -0.29 -0.215
C -7.103 1.377 5.296 -0.12 0.35 0.24 -0.354
O -5.860 0.738 5.600 0.00 -0.04 -0.32 -0.330
S -4.646 1.606 5.002 -0.17 -0.03 -0.09 1.037
O -4.120 2.427 6.031 0.11 0.04 -0.07 -0.585
O -3.831 0.750 4.226 0.12 -0.05 0.14 -0.358
O -5.524 2.528 4.025 -0.06 0.06 0.33 -0.292
H -6.929 1.320 3.136 -0.03 -0.01 0.02 0.162
H -7.555 2.860 3.768 0.18 0.14 0.02 0.336
H -7.906 0.645 5.267 0.17 -0.18 0.02 0.315
H -7.310 2.114 6.075 -0.04 0.01 -0.04 0.275
C 3.814 -3.972 5.999 0.08 0.28 0.31 -0.415
C 2.544 -3.322 5.493 -0.36 -0.43 -0.10 -0.368
O 2.982 -2.438 4.457 0.43 0.09 0.27 -0.209
S 4.258 -3.063 3.719 -0.33 -0.06 0.10 1.167
O 3.832 -3.733 2.547 0.25 0.02 -0.11 -0.497
O 5.287 -2.088 3.706 0.05 0.00 -0.07 -0.588
O 4.607 -4.177 4.827 -0.20 -0.03 -0.12 -0.338
H 4.360 -3.307 6.672 -0.03 0.00 0.01 0.282
H 3.628 -4.920 6.498 0.08 -0.11 -0.18 0.317
H 2.023 -2.770 6.271 0.05 0.23 -0.14 0.323
H 1.863 -4.051 5.049 0.01 -0.05 0.09 0.310
C -1.539 -9.258 4.812 -0.05 -0.43 0.09 -0.340
C -2.797 -8.706 5.448 -0.15 0.26 -0.41 -0.047
O -2.355 -8.153 6.695 0.31 -0.27 0.05 -0.336
S -0.865 -7.581 6.526 -0.26 -0.18 -0.33 1.095
O -0.936 -6.185 6.289 0.25 0.06 0.15 -0.498
O -0.054 -8.132 7.551 -0.03 0.18 0.15 -0.542
O -0.522 -8.305 5.142 -0.19 0.22 0.04 -0.279
H -1.261 -10.220 5.247 -0.03 0.00 0.00 0.270
H -1.626 -9.360 3.733 0.16 0.21 -0.03 0.322
H -3.547 -9.474 5.615 0.03 0.04 0.27 0.311
H -3.226 -7.901 4.849 0.00 -0.04 -0.04 0.062
C -0.964 5.068 -5.019 0.26 -0.33 -0.28 -0.076
C -1.977 4.281 -4.220 -0.37 0.25 -0.12 -0.347
O -1.404 4.197 -2.907 0.27 0.04 -0.06 -0.228
S -0.559 5.510 -2.600 -0.12 -0.32 -0.44 1.171
O -1.353 6.412 -1.835 0.20 0.14 0.09 -0.637
O 0.731 5.116 -2.155 -0.83 0.58 -0.79 -0.422
O -0.475 6.064 -4.099 -0.32 0.00 0.20 -0.367
H -0.124 4.441 -5.323 -0.01 -0.01 0.05 0.280
H -1.402 5.542 -5.894 0.18 0.12 0.31 0.079
H -2.151 3.286 -4.620 0.13 -0.10 0.22 0.363
H -2.928 4.814 -4.143 0.00 -0.01 -0.04 0.297
C 7.895 -1.414 -0.955 0.41 -0.05 0.12 -0.294
C 8.091 -1.083 -2.420 -0.33 0.36 -0.06 -0.367
O 7.855 -2.323 -3.101 0.21 -0.16 0.29 -0.336
S 6.747 -3.168 -2.301 0.00 0.33 0.20 1.065
O 5.482 -2.949 -2.896 -0.11 -0.23 -0.06 -0.452
O 7.259 -4.470 -2.072 -0.02 -0.07 -0.18 -0.567
O 6.800 -2.331 -0.938 -0.08 0.07 -0.22 -0.231
H 8.772 -1.917 -0.539 0.02 0.03 -0.02 0.257
H 7.660 -0.539 -0.355 -0.24 -0.09 0.02 0.301
H 9.090 -0.716 -2.639 0.05 -0.22 -0.12 0.315
H 7.352 -0.357 -2.766 0.02 0.03 0.05 0.300
C 4.482 8.679 5.543 0.43 -0.03 0.06 -0.367
C 4.451 9.005 4.065 -0.35 0.30 -0.01 -0.324
O 4.327 7.732 3.423 0.19 -0.12 0.24 -0.269
S 3.467 6.741 4.347 0.17 0.18 0.03 1.166
O 2.122 6.754 3.893 -0.05 -0.14 0.05 -0.536
O 4.196 5.543 4.520 -0.10 -0.09 -0.10 -0.546
O 3.546 7.607 5.697 -0.18 0.15 -0.24 -0.319
H 5.467 8.322 5.853 0.01 0.03 -0.02 0.293
H 4.191 9.523 6.163 -0.19 -0.11 0.05 0.305
H 5.350 9.512 3.726 0.06 -0.21 -0.12 0.312
H 3.575 9.605 3.808 0.02 0.04 0.04 0.281
C 2.009 -2.479 -6.915 0.06 0.28 0.54 -0.129
C 0.805 -1.753 -7.459 -0.36 -0.34 0.00 -0.239
O 1.333 -0.953 -8.538 0.30 0.03 0.09 -0.328
S 2.552 -1.720 -9.224 -0.23 -0.09 0.42 1.077
O 2.087 -2.393 -10.386 0.19 0.02 -0.13 -0.557
O 3.661 -0.833 -9.283 -0.01 0.05 -0.24 -0.549
O 2.798 -2.803 -8.081 -0.27 0.04 -0.25 -0.328
H 2.599 -1.831 -6.267 -0.01 -0.04 0.04 0.286
H 1.734 -3.379 -6.375 0.13 -0.10 -0.12 0.217
H 0.326 -1.128 -6.711 0.12 0.16 -0.07 0.244
H 0.073 -2.447 -7.877 0.01 0.00 0.01 0.298
C -4.361 8.782 -6.969 0.35 0.30 -0.07 -0.297
C -4.788 8.590 -8.409 -0.46 0.01 0.07 -0.362
O -4.097 7.406 -8.829 0.28 0.10 0.20 -0.301
S -3.946 6.406 -7.590 -0.15 0.27 -0.06 1.103
O -4.976 5.436 -7.642 0.10 -0.14 0.10 -0.554
O -2.579 6.039 -7.479 -0.18 -0.09 -0.28 -0.572
O -4.299 7.455 -6.434 -0.21 -0.09 -0.18 -0.283
H -3.365 9.226 -6.903 -0.01 0.01 -0.02 0.287
H -5.064 9.384 -6.401 -0.06 -0.20 0.12 0.296
H -4.518 9.430 -9.043 0.18 -0.15 -0.11 0.303
H -5.861 8.406 -8.488 0.00 0.04 0.02 0.305